Computed, not measured: C26H58P4PtSe as an isolated structure at a distorted geometry, with ωB97M-V/def2-TZVPD.

Summary:
Total energy   -133608.49790 eV
Total charge   +4
Multiplicity   5

Last column: Mulliken spin population.
CARTESIAN COORDINATES (ANGSTROEM)
Pt1 -0.34138 -0.95407 0.30965  0.601
Se1 0.54103 0.37696 -2.67423  1.177
P1 0.74931 -2.96943 -0.31763  0.075
P2 -1.90587 -1.30649 -1.65033  0.085
P3 -2.21162 -1.20725 1.80537  0.257
P4 1.10855 0.46422 1.58025  0.372
C1 -2.95455 3.32089 -0.12786  -0.010
C2 -3.58406 -0.12362 1.32862  0.069
C3 3.41246 -0.87047 2.66626  0.005
C4 2.36838 1.43305 0.58275  0.019
C5 1.55142 -0.50456 4.30029  0.000
C6 -2.76041 0.23368 -2.11808  0.048
C7 0.24819 2.98971 -3.77488  0.064
C8 -1.98966 3.61837 -1.01834  0.007
C9 2.03318 -2.89154 -1.62173  0.072
C10 1.01804 3.57572 -5.99754  0.194
C11 -1.43136 -1.99486 -3.31599  0.058
C12 1.90109 -0.70537 2.82314  0.028
C13 -3.37355 -2.40213 -1.39322  0.019
C14 1.19607 1.27967 -5.26185  0.086
C15 -1.97721 -0.80351 3.56713  0.012
C16 1.21186 2.41122 3.74891  0.022
C17 3.35676 2.27111 1.41174  0.032
C18 0.43644 3.94133 -4.77247  0.072
C19 -0.09277 3.04002 1.71313  0.068
C20 1.62487 -3.83086 1.04242  0.042
C21 1.37767 2.24060 -6.24032  0.052
C22 0.66931 1.66467 -4.00747  0.246
C23 -2.77739 -2.93542 1.85948  0.027
C24 -0.37148 -4.30235 -0.90393  0.039
C25 3.13933 0.61370 -0.45264  0.041
C26 0.36304 1.86729 2.57774  0.047
H1 0.89999 -4.13134 1.81146  -0.003
H2 1.81027 1.95216 -7.19442  0.004
H3 3.96498 -0.02505 3.09610  0.000
H4 -3.63026 0.01305 -2.74856  0.010
H5 1.08390 3.50128 3.81980  0.002
H6 1.17766 4.33257 -6.76739  -0.001
H7 -1.17640 -1.41741 3.99044  0.002
H8 -2.79268 3.30869 0.95012  0.003
H9 -0.96844 3.89679 -0.73090  0.001
H10 2.89111 3.12146 1.92434  -0.001
H11 -4.25954 -0.04954 2.19067  0.011
H12 -3.06460 -3.42169 -1.14718  -0.001
H13 -0.75961 2.76297 0.89467  -0.024
H14 2.10669 -4.73548 0.64001  0.008
H15 -3.41780 -3.18831 1.01157  -0.001
H16 2.45753 0.26792 -1.24942  0.027
H17 -0.64706 3.75004 2.34327  0.002
H18 1.63174 -2.44016 -2.53716  -0.008
H19 0.88170 2.00143 4.71188  0.001
H20 3.88281 1.26632 -0.93807  0.001
H21 -0.82219 -4.06077 -1.87148  -0.004
H22 3.70090 -1.76968 3.23180  0.000
H23 -0.53204 1.40335 3.01456  -0.004
H24 -3.96251 -2.45123 -2.31941  0.000
H25 2.38344 -3.91221 -1.83428  0.013
H26 -0.23816 3.24266 -2.83087  0.018
H27 -4.03352 -2.03601 -0.60591  0.001
H28 -1.15313 -4.50007 -0.16026  -0.003
H29 -1.01751 -1.20952 -3.96552  -0.027
H30 -2.32577 -2.41036 -3.80555  0.004
H31 -0.68224 -2.78857 -3.25297  -0.004
H32 0.76172 3.59198 1.30159  0.006
H33 -3.97888 3.13798 -0.45809  -0.001
H34 4.11359 2.67941 0.72407  0.006
H35 -2.07434 0.88384 -2.67053  -0.023
H36 0.22545 -5.21489 -1.02681  0.007
H37 0.50359 -0.23612 4.48058  -0.001
H38 -3.24285 0.88986 1.08047  -0.019
H39 -3.09547 0.78864 -1.24103  0.006
H40 3.65845 -0.25290 -0.02674  -0.006
H41 3.73621 -1.02431 1.63077  -0.001
H42 -4.16187 -0.50496 0.48244  0.000
H43 -2.90904 -1.03588 4.09736  0.007
H44 1.44011 0.23397 -5.45039  -0.002
H45 -2.21649 3.67056 -2.09091  0.004
H46 2.28880 2.22000 3.65859  -0.002
H47 1.71959 2.12539 0.01891  0.006
H48 2.39548 -3.18400 1.48430  -0.008
H49 1.72868 -1.46223 4.81046  0.000
H50 -0.39253 -1.58668 1.87079  0.074
H51 3.88905 1.65242 2.14652  -0.003
H52 2.20116 0.23816 4.77841  0.001
H53 -3.34901 -3.05160 2.78617  0.004
H54 0.14293 4.97771 -4.60743  0.005
H55 -1.92542 -3.62464 1.88963  0.006
H56 -1.73835 0.25789 3.69090  -0.006
H57 1.47322 -1.68788 2.56367  -0.006
H58 2.88130 -2.29526 -1.26338  -0.007

---

Computed, not measured: C27H29BiCl5N6SSi as an isolated structure at a distorted geometry, with ωB97M-V/def2-TZVPD.

Summary:
Total energy   -124567.37008 eV
Total charge   +1

Last column: Mulliken charge in e.
CARTESIAN COORDINATES (ANGSTROEM)
Bi1 -0.50783 1.09094 0.13878  0.672
Cl1 2.09618 0.90524 -5.90122  -0.153
Cl2 3.55583 -1.10263 -3.86303  -0.144
Cl3 1.18591 3.69580 -4.60348  -0.155
Cl4 -0.32429 3.38170 -1.70892  -0.185
Cl5 1.98113 -1.61235 -1.20415  -0.272
S1 -1.00156 -0.57975 2.37695  -0.428
Si1 -2.77747 0.48870 -1.16361  0.345
N1 3.68461 3.89132 2.90251  0.036
N2 2.09301 2.34168 1.88293  0.231
N3 -0.97797 -3.05269 3.48543  -0.171
N4 3.56720 1.56223 3.75010  0.019
N5 0.15860 -2.87917 1.59519  0.273
N6 4.54961 2.00574 1.49406  0.138
C1 -2.13018 -1.12604 -4.92171  -0.816
C2 4.55672 1.12356 2.69915  -0.615
C3 -5.47068 -1.86476 1.09579  -0.694
C4 1.73974 -0.12034 -2.09546  0.711
C5 0.56869 -4.22011 2.03035  -0.470
C6 -1.92093 -0.73467 -3.61140  -0.404
C7 3.80174 2.99447 4.07961  -0.686
C8 -4.56704 -3.27018 -0.64588  -0.694
C9 -3.76090 -2.23049 -1.10828  -0.345
C10 -3.95376 0.41831 -5.12998  -0.533
C11 -3.78525 -0.98381 -0.41010  0.705
C12 3.20082 1.96984 0.88626  -0.633
C13 -4.60236 -0.81804 0.71485  -0.421
C14 -2.79345 0.22194 -3.02178  0.711
C15 2.34297 -0.02464 -3.36763  -0.044
C16 0.70932 2.08497 -2.39035  0.270
C17 1.25058 2.21696 -3.70223  -0.194
C18 -0.30721 -4.36692 3.33134  -0.544
C19 -0.57935 -2.21944 2.47407  0.408
C20 2.23918 1.50403 3.09180  -0.693
C21 0.97845 0.94982 -1.64281  -0.554
C22 -3.84522 0.75854 -3.76307  -0.389
C23 -5.41389 -3.07781 0.42272  -0.421
C24 1.92446 1.08913 -4.21352  0.383
C25 -3.14621 -0.53285 -5.70590  -0.503
C26 4.73072 3.39507 1.95315  -0.703
C27 2.33585 3.73965 2.28893  -0.710
H1 -4.60562 1.41472 -3.27946  0.293
H2 4.80789 3.02834 4.47580  0.372
H3 5.70403 3.46838 2.39970  0.376
H4 -1.01437 -5.20157 3.20735  0.314
H5 -1.12870 -1.18945 -2.99163  0.505
H6 -3.11819 -2.42968 -1.96532  0.312
H7 0.53059 -2.48532 0.71600  -0.034
H8 3.10039 2.64599 0.01906  0.372
H9 -1.63426 -2.75106 4.19800  0.212
H10 -3.76948 1.60323 -0.95162  -0.211
H11 -4.47019 -4.28851 -1.00980  0.368
H12 1.52431 4.11153 2.91686  0.305
H13 -5.99560 -3.93031 0.77499  0.379
H14 1.49226 1.86167 3.87207  0.265
H15 -1.40282 -1.81531 -5.33995  0.411
H16 2.30450 4.31502 1.36148  0.363
H17 3.08201 3.26305 4.85814  0.331
H18 4.67608 3.94849 0.99290  0.352
H19 5.59007 1.08867 3.10860  0.306
H20 4.27732 0.12152 2.38071  0.317
H21 0.36286 -5.00107 1.28268  0.318
H22 1.62519 -4.31822 2.30406  0.273
H23 0.31674 -4.53757 4.19256  0.312
H24 1.98209 0.47896 2.78145  0.289
H25 -6.16136 -1.71216 1.90708  0.401
H26 2.98925 0.97207 0.46535  0.029
H27 -4.56017 0.08706 1.31716  0.378
H28 -3.25880 -0.76772 -6.76400  0.394
H29 -4.63178 1.00629 -5.74967  0.371

---

Computed, not measured: C36H47CrF12N4O6SSi2Te as an isolated structure, with ωB97M-V/def2-TZVPD.

Summary:
Total energy   -151259.91161 eV
Total charge   -1
Multiplicity   5

Last column: Mulliken spin population.
CARTESIAN COORDINATES (ANGSTROEM)
Te1 -1.22064 1.22170 0.80281  0.102
Cr1 0.72470 -1.06917 -0.19063  3.738
S1 1.64159 -4.24211 -5.79876  0.000
Si1 -1.62348 3.82432 3.05302  -0.001
Si2 -2.53284 2.50199 -2.04837  0.000
F1 1.56033 2.03267 -0.77541  0.019
F2 -3.37695 -0.41731 -0.23216  0.000
F3 -2.41552 -4.20965 0.85749  -0.001
F4 -4.09599 -2.94232 1.38336  0.000
F5 -3.33885 -2.96859 -0.62513  -0.001
F6 5.44196 1.40354 0.49792  0.000
F7 5.05082 -0.26835 -0.79556  -0.001
F8 3.47319 1.76708 -1.74362  0.001
F9 -3.60536 -0.35931 1.93618  0.000
F10 4.97116 -0.53783 1.33931  0.000
F11 3.29789 3.06311 -0.03102  0.001
F12 -1.48107 0.90667 2.76616  -0.002
O1 2.43005 -3.24238 -6.47821  0.000
O2 3.51191 -0.04892 -5.23657  -0.001
O3 1.80668 -0.19143 -6.55385  0.000
O4 -1.05506 -1.88347 -0.06702  -0.072
O5 1.60752 -5.59542 -6.29267  0.000
O6 2.55436 -0.41414 -0.32713  0.072
N1 0.40266 -1.58285 -4.52677  -0.006
N2 0.82867 -1.34646 -2.36876  -0.099
N3 2.36751 -0.35702 -5.48242  0.000
N4 0.73992 -0.74813 1.79994  -0.107
C1 1.85881 -0.77267 -3.06958  0.112
C2 -1.24573 -3.37921 4.45614  0.002
C3 3.05694 2.20241 3.81092  0.010
C4 -0.95938 3.39732 4.74364  0.001
C5 2.63430 0.87753 1.78000  0.002
C6 -2.95269 -2.99178 0.66444  -0.012
C7 -0.19973 -2.15072 -5.72772  0.000
C8 0.09120 -3.04623 4.62927  0.003
C9 -0.56513 3.06904 1.70091  0.017
C10 -1.23877 3.82145 -2.34281  0.000
C11 1.26125 0.60721 3.73205  -0.004
C12 -1.94196 0.91046 -2.83457  -0.069
C13 3.57222 -4.78777 -3.97931  0.000
C14 0.07643 -1.67975 2.60645  0.012
C15 -1.86580 -2.92528 3.30272  0.006
C16 -4.16155 2.99924 -2.82609  0.000
C17 3.85390 3.26150 4.52235  -0.001
C18 -1.51297 5.69531 2.84369  0.001
C19 0.72814 -2.22540 3.72423  -0.011
C20 -1.97800 -4.25321 5.43675  0.000
C21 -0.04964 -3.66349 -5.78919  0.000
C22 -0.02468 -1.83358 -3.26277  0.164
C23 4.65882 0.30780 0.34732  0.001
C24 -1.92615 -1.85440 0.99115  0.001
C25 1.60541 -0.91655 -4.39489  -0.030
C26 -1.27281 -2.56511 -2.94338  -0.053
C27 -2.77090 2.33208 -0.19653  0.019
C28 1.56329 0.19708 2.41223  0.121
C29 1.98332 1.55535 4.41418  0.002
C30 -1.23603 -2.13408 2.34312  -0.042
C31 2.13911 -4.28901 -4.09577  -0.002
C32 -3.43960 3.35914 2.97935  0.001
C33 2.88238 1.89242 -0.53647  0.015
C34 -2.67084 -0.48742 0.96132  0.002
C35 3.33830 1.84735 2.50687  -0.002
C36 3.12081 0.61379 0.33915  -0.042
H1 0.08078 3.70704 4.85069  0.000
H2 0.64084 -3.42318 5.48562  0.000
H3 -0.27203 3.51521 -1.93561  0.000
H4 -1.10064 -3.64356 -2.91413  0.004
H5 -1.25774 -1.88567 -5.73687  0.000
H6 4.25191 -4.13504 -4.52440  0.000
H7 -2.01703 6.22168 3.65700  0.000
H8 3.66729 -5.80123 -4.36484  0.000
H9 -1.74482 -3.98139 6.46800  0.000
H10 -0.57527 -4.18020 -4.98774  0.000
H11 0.40220 0.16307 4.20946  0.001
H12 -4.05808 3.16910 -3.89905  0.000
H13 -3.98130 3.88533 2.19225  0.000
H14 3.70381 3.20333 5.60126  0.000
H15 -1.59098 -2.26435 -1.94579  0.022
H16 -4.90396 2.21289 -2.67720  0.000
H17 -0.47145 6.02298 2.82709  0.000
H18 -2.68308 0.11770 -2.72146  -0.002
H19 -3.57783 2.28522 2.84832  0.000
H20 -2.74694 3.32145 0.25833  0.001
H21 -1.71761 -5.30726 5.31130  0.000
H22 2.68443 -0.29698 -2.57066  0.016
H23 -2.89402 -3.21654 3.14905  0.001
H24 -3.05710 -4.16569 5.30629  0.000
H25 -1.01224 2.32093 4.90825  0.000
H26 -2.05522 -2.35497 -3.67269  0.001
H27 2.04511 -3.27878 -3.70115  0.008
H28 1.43563 -4.94621 -3.58244  -0.001
H29 3.86126 -4.78122 -2.92944  0.000
H30 -1.09967 4.01056 -3.40883  0.000
H31 3.56591 4.26712 4.20485  0.001
H32 -4.54977 3.91477 -2.37591  0.000
H33 -3.89404 3.63450 3.93495  0.000
H34 0.28038 -1.69065 -6.58341  0.000
H35 -1.97426 6.01158 1.90531  0.000
H36 -0.42931 3.73991 0.84510  0.000
H37 1.69343 1.81234 5.42748  0.000
H38 -1.51834 4.76293 -1.86488  0.000
H39 -3.72630 1.86678 0.04262  -0.001
H40 -1.74899 1.07320 -3.89884  0.000
H41 0.42505 2.84358 2.10829  0.002
H42 4.92208 3.15375 4.32708  0.000
H43 -0.44364 -4.03555 -6.73706  0.000
H44 1.76143 -1.95050 3.88996  0.002
H45 4.16660 2.34687 2.02648  0.000
H46 -1.01410 0.56430 -2.37472  0.077
H47 -1.54976 3.90381 5.51081  0.000

---

Computed, not measured: a single C16H25NO molecule, with ωB97M-V/def2-TZVPD.

Summary:
SMILES   COc1ccccc1CCNC1CCCCCC1
Total energy   -20535.08757 eV

Last column: Mulliken charge in e.
CARTESIAN COORDINATES (ANGSTROEM)
O1 1.88400 -0.57543 -0.32419  -0.219
N1 -1.88433 -0.65446 0.77395  -0.363
C1 -1.31197 1.76119 0.84820  -1.013
C2 1.61522 -3.85123 1.18555  -0.470
C3 3.60963 -2.03345 0.58995  -0.689
C4 -0.63265 2.92801 0.11138  -0.778
C5 -0.80508 2.92808 -1.40718  -0.463
C6 1.27454 -2.65803 0.57501  0.440
C7 -3.24219 2.15339 -1.20917  -0.647
C8 2.84954 0.38606 -0.66354  -1.013
C9 3.92421 -3.23720 1.20106  -0.623
C10 2.29089 -1.73534 0.27650  0.679
C11 -0.14852 -2.31078 0.25910  -0.939
C12 -0.72826 -1.34728 1.31187  -0.369
C13 -2.24614 3.09914 -1.88211  -0.872
C14 -1.57395 0.52588 -0.02772  0.982
C15 2.93183 -4.14892 1.50035  -0.672
C16 -2.72944 0.72437 -1.03658  -1.269
H1 -2.52950 -0.39946 1.51429  0.314
H2 -0.20905 3.74854 -1.81773  0.441
H3 -2.25343 2.08349 1.29705  0.380
H4 -3.53621 2.55948 -0.24184  0.264
H5 -0.39960 2.00306 -1.81716  0.152
H6 4.95484 -3.45443 1.44007  0.379
H7 3.57826 -0.00671 -1.38046  0.408
H8 -0.66403 1.45442 1.67431  0.383
H9 0.06612 -0.65411 1.62989  0.181
H10 0.83369 -4.56096 1.41530  0.398
H11 2.29964 1.20620 -1.12431  0.181
H12 4.40276 -1.33743 0.36497  0.408
H13 0.44076 2.89364 0.31548  0.333
H14 -1.00604 3.87333 0.51180  0.340
H15 -0.65057 0.29105 -0.56244  -0.110
H16 -4.14764 2.11693 -1.82082  0.451
H17 -0.19123 -1.81951 -0.71290  0.169
H18 -2.26557 2.93487 -2.96251  0.363
H19 -0.76329 -3.20936 0.21558  0.567
H20 -2.42704 0.33708 -2.01071  0.268
H21 -2.56815 4.12823 -1.70394  0.343
H22 3.17764 -5.08648 1.97556  0.374
H23 -3.56073 0.10527 -0.69218  0.429
H24 -1.03585 -1.92070 2.18940  0.473
H25 3.37690 0.75955 0.22088  0.409

---

Look up the total energy of the second one.
-124567.37008 eV

---

What is the formula in the first record?
C26H58P4PtSe

---

Among the records above, which one has the highest total energy?
C16H25NO

---

Among the records above, which one has the highest total energy?
C16H25NO